14
Properties=species:S:1:pos:R:3 method="wB97M-V/def2-TZVPD" lumo_energy_ev=0.744 e_above_lowest_kj_mol=453.02
C -2.034 0.768 -0.830
C -0.687 0.261 -0.592
C 0.106 0.069 -1.651
C -0.246 -0.092 0.827
N -2.101 1.305 -1.978
N -1.685 1.528 -3.029
N 1.480 -0.156 -1.367
Cl -0.194 -0.143 -3.318
H -2.873 0.743 -0.280
H 0.262 -1.022 0.805
H -1.001 0.037 1.599
H 0.674 0.428 1.176
H 1.934 -0.632 -2.178
H 2.071 0.672 -1.082